1.
# C33H46N2O4

An isolated molecule of C33H46N2O4 (ωB97M-V with the def2-TZVPD basis set, OMol25).

SMILES = CCCCCc1cc(=O)oc2c([C@@H](CCN3CCC[C@H](C)C3)c3ccc(N(C)C)cc3)c(OC)cc(OC)c12
LUMO = 0.016 Ha

Geometry as XYZ:
```
85
Properties=species:S:1:pos:R:3:forces:R:3
C 1.154020 5.197757 0.778933 0.062 -0.233 -0.115
C 1.215401 4.241957 -0.405886 -0.104 0.295 0.046
C 0.678745 4.889584 -1.681991 0.223 -0.269 -0.022
C 0.603360 3.918837 -2.865512 -0.116 0.181 0.038
C -0.768529 3.241034 -3.014938 0.123 0.036 -0.194
C -1.181491 2.505782 -1.777554 -0.583 0.278 0.131
C -2.143202 3.055588 -0.995594 0.332 -0.102 -0.349
C -2.538513 2.502425 0.272909 -0.556 0.475 0.266
O -3.398683 2.939997 1.001697 0.330 -0.248 -0.224
O -1.843095 1.404085 0.690566 -0.102 -0.135 0.191
C -0.938215 0.767947 -0.084602 0.900 -0.474 -0.635
C -0.397626 -0.396279 0.461242 0.118 0.161 0.081
C -0.776965 -0.844005 1.853459 -0.035 -0.220 -0.095
C -1.654564 -2.098723 1.810356 -0.188 0.277 -0.051
C -2.997155 -1.835432 1.125865 0.076 -0.159 0.128
N -2.879627 -1.521337 -0.287663 -0.342 -0.111 0.051
C -4.055095 -0.833447 -0.789267 0.000 0.247 -0.131
C -3.830825 -0.367034 -2.223871 -0.251 -0.189 0.030
C -3.495683 -1.553465 -3.119337 0.283 0.232 0.152
C -2.290659 -2.290024 -2.539522 -0.214 -0.308 -0.117
C -1.922206 -3.512213 -3.374793 -0.008 0.284 0.193
C -2.596553 -2.690102 -1.096095 0.296 0.174 -0.159
C 0.484857 -0.985382 2.677961 -0.009 0.141 0.258
C 1.283806 0.139811 2.850136 -0.091 -0.208 0.054
C 2.450214 0.101565 3.584182 0.176 0.118 0.011
C 2.878327 -1.082096 4.198983 -0.172 0.000 -0.002
N 4.014186 -1.119886 4.985378 0.272 -0.010 0.191
C 4.551864 -2.397359 5.385563 -0.124 -0.058 -0.016
C 4.921287 0.001673 4.969977 -0.089 0.086 -0.054
C 2.078541 -2.214561 4.011719 0.175 -0.142 0.087
C 0.912379 -2.162161 3.271518 -0.107 0.213 -0.040
C 0.514486 -1.119148 -0.304558 -0.321 0.526 0.021
O 1.002542 -2.258807 0.244642 -0.352 0.268 -0.005
C 1.995529 -2.985121 -0.432436 0.237 -0.178 -0.145
C 0.864916 -0.675107 -1.578934 0.331 -0.179 -0.287
C 0.337188 0.487585 -2.109949 -0.137 -0.042 0.317
O 0.644885 0.914037 -3.366003 -0.240 0.071 0.331
C 1.492881 0.137052 -4.174363 0.178 -0.135 -0.159
C -0.575368 1.263343 -1.355995 0.085 -0.229 0.180
H 1.566925 4.730056 1.669746 0.026 0.035 0.142
H 1.720099 6.103788 0.571678 0.045 0.127 0.026
H 0.123289 5.476415 0.986802 -0.107 0.075 0.063
H 2.250331 3.930495 -0.570729 -0.002 -0.093 -0.041
H 0.637992 3.347110 -0.171741 0.069 -0.084 -0.007
H 1.333272 5.725299 -1.941603 -0.050 0.072 0.025
H -0.312120 5.302950 -1.484338 -0.067 0.120 0.016
H 0.797794 4.459779 -3.794023 0.039 -0.071 -0.040
H 1.376360 3.158246 -2.759522 0.070 -0.017 -0.066
H -1.513416 4.012196 -3.222263 -0.017 -0.024 0.032
H -0.732909 2.560727 -3.864187 -0.104 0.098 0.014
H -2.647214 3.965812 -1.279530 -0.021 0.067 -0.023
H -1.372410 -0.041707 2.300396 0.065 -0.136 -0.017
H -1.118755 -2.902846 1.308776 0.008 -0.129 0.084
H -1.864673 -2.412510 2.835015 0.030 -0.098 0.012
H -3.656535 -2.710454 1.283301 -0.024 0.099 0.000
H -3.464997 -0.977139 1.614501 -0.057 -0.032 0.018
H -4.248041 0.032166 -0.150960 -0.051 -0.057 0.046
H -4.948136 -1.487495 -0.755019 -0.007 0.024 0.038
H -3.002262 0.342365 -2.240961 0.003 0.088 0.003
H -4.726633 0.143867 -2.581608 0.004 0.071 0.005
H -3.280260 -1.213098 -4.134624 -0.027 -0.052 -0.070
H -4.350049 -2.233927 -3.165840 -0.062 -0.080 -0.047
H -1.443511 -1.597337 -2.516536 -0.016 -0.022 0.024
H -1.051504 -4.014922 -2.958189 0.122 -0.116 0.007
H -2.746912 -4.221858 -3.395783 -0.092 -0.123 -0.033
H -1.697100 -3.221328 -4.398860 0.030 -0.023 -0.125
H -1.729233 -3.202034 -0.675385 0.009 -0.091 0.001
H -3.447386 -3.400254 -1.087192 0.015 -0.016 0.023
H 0.983391 1.073617 2.394566 -0.024 0.120 -0.059
H 3.024686 1.008742 3.676747 0.079 0.075 0.039
H 3.832367 -2.930776 6.009995 0.054 -0.096 -0.013
H 5.451365 -2.240607 5.977127 -0.038 0.005 -0.008
H 4.808845 -3.031866 4.527371 -0.004 -0.057 0.013
H 5.748692 -0.195266 5.648564 -0.038 0.006 -0.011
H 5.332172 0.197197 3.970787 0.014 0.058 -0.004
H 4.412394 0.901775 5.319644 0.080 0.063 -0.036
H 2.358080 -3.159682 4.448292 0.061 -0.076 0.061
H 0.340253 -3.069441 3.159335 -0.091 -0.114 -0.039
H 2.264632 -3.801856 0.235909 0.014 0.037 -0.072
H 2.883506 -2.374855 -0.625652 -0.053 -0.002 0.004
H 1.624721 -3.400974 -1.376132 0.008 0.040 0.038
H 1.553658 -1.257606 -2.165788 0.062 -0.048 -0.070
H 1.080121 -0.861252 -4.351833 0.015 0.029 0.037
H 1.557634 0.671148 -5.121533 0.027 -0.073 0.045
H 2.496119 0.048973 -3.744942 -0.053 -0.011 0.008
```
Positions in Å, forces in eV/Å.

=====

2.
# C6H7N

A structure of composition C6H7N (ωB97M-V with the def2-TZVPD basis set, OMol25).

LUMO = -0.110 Ha

Geometry as XYZ:
```
14
Properties=species:S:1:pos:R:3:forces:R:3
N 1.956871 -2.119669 -1.098468 -1.610 -0.161 1.902
C -0.316895 -0.976635 0.443767 3.283 -0.042 -1.030
C 0.519985 -0.200940 -0.370650 -4.680 2.984 4.802
C 0.361816 1.286731 -0.132649 0.107 -1.954 -1.134
C -0.890515 1.844064 -0.313887 -1.019 -1.573 -0.675
C -1.341726 1.124311 0.875812 -0.094 -1.008 1.812
C -1.322823 -0.255928 1.052469 -0.967 1.197 -0.287
H 2.873204 -2.098345 -0.759280 1.993 0.395 0.924
H 2.071579 -2.605088 -1.935900 -0.177 -0.545 -2.299
H 1.342045 -0.724325 -0.704602 3.744 -2.264 -2.994
H 1.131486 1.709149 0.476006 0.868 0.610 -0.369
H -1.640575 1.897776 -1.092436 0.387 1.676 -0.447
H -1.589975 1.716718 1.722375 -0.926 0.675 0.429
H 0.055090 -1.987833 0.653945 -0.908 0.009 -0.637
```
Positions in Å, forces in eV/Å.

=====

3.
# C32H34CrGe2N3

A structure of composition C32H34CrGe2N3 (ωB97M-V with the def2-TZVPD basis set, OMol25).

<S²> = 8.7735
total charge = +2
LUMO (spin up / spin down) = -0.233 / -0.274 Ha
2S+1 = 6

Geometry as XYZ:
```
72
Properties=species:S:1:pos:R:3:forces:R:3
Cr 0.043689 0.228502 -0.235265 -0.015 -0.243 0.437
C 2.691897 -0.262565 -2.148067 -0.002 0.047 -0.004
C 3.065694 -0.354630 -0.701181 0.035 0.030 -0.014
C 4.370696 -0.607250 -0.288837 -0.031 0.009 -0.007
C 4.640433 -0.761119 1.056683 -0.045 0.002 -0.002
C 3.600089 -0.683076 1.977357 -0.027 0.016 -0.079
C 2.326682 -0.425255 1.514214 0.130 -0.052 -0.018
N 2.077070 -0.235161 0.193723 -0.247 0.100 0.016
C 1.132082 -0.380010 2.393144 -0.111 0.034 0.070
C 1.129073 -0.329027 3.778166 -0.043 -0.001 -0.058
C -0.097507 -0.266124 4.427700 -0.001 -0.002 0.001
C -1.285206 -0.248446 3.708186 0.059 0.000 -0.049
C -1.211682 -0.306370 2.325323 0.093 0.011 0.080
N -0.022569 -0.381889 1.720260 0.007 -0.052 -0.147
C -2.355969 -0.273434 1.383385 -0.143 -0.023 -0.019
C -3.666611 -0.438238 1.779913 0.040 0.021 -0.078
C -4.663780 -0.397621 0.812071 0.038 0.006 -0.011
C -4.319121 -0.215692 -0.513674 0.036 -0.008 0.003
C -2.979397 -0.071695 -0.860668 -0.039 0.025 -0.011
C -2.532990 0.058338 -2.283328 0.009 0.024 -0.007
N -2.027169 -0.080860 0.082496 0.242 0.093 -0.007
H 3.550367 -0.017504 -2.769367 0.005 -0.007 -0.007
H 1.926605 0.504009 -2.309523 0.002 -0.006 0.004
H 2.299571 -1.222594 -2.491619 -0.001 0.001 0.006
H 5.152148 -0.692517 -1.030651 0.022 -0.001 0.015
H 5.648003 -0.962748 1.393178 0.017 0.000 0.003
H 3.786650 -0.839156 3.029089 -0.010 -0.005 0.023
H 2.048397 -0.322229 4.344385 0.017 -0.001 0.001
H -0.126690 -0.216216 5.507859 -0.002 -0.004 0.004
H -2.233354 -0.172569 4.218558 -0.017 -0.001 0.001
H -3.915191 -0.602649 2.817426 0.010 -0.010 0.023
H -5.700088 -0.521105 1.095266 -0.016 -0.004 0.001
H -5.070410 -0.198447 -1.290180 -0.022 0.001 0.008
H -3.363042 0.310917 -2.938959 -0.003 0.000 -0.002
H -2.112688 -0.889006 -2.629731 -0.002 -0.002 0.001
H -1.777195 0.843000 -2.387787 -0.004 -0.025 0.001
C 1.968473 5.811552 -0.293938 0.023 -0.051 0.011
Ge 2.300217 3.884465 -0.387457 0.020 0.075 0.019
C 3.322034 3.220939 1.148606 -0.055 -0.050 0.008
C 3.321448 3.373935 -1.974680 -0.069 -0.037 -0.030
Ge -0.036376 2.988564 -0.420076 0.062 0.321 -0.224
C -0.948061 3.086607 1.303750 0.059 -0.170 -0.011
C -2.319332 2.898117 1.504939 -0.064 0.041 -0.069
C -2.879159 3.030530 2.765188 0.000 0.010 0.031
C -2.078160 3.339758 3.857835 -0.007 0.006 -0.010
C -0.712818 3.512785 3.683167 -0.013 -0.005 0.002
C -0.155801 3.379516 2.419831 0.057 -0.053 0.036
C -1.074307 3.576296 -1.945902 0.016 -0.071 0.024
C -2.472458 3.578271 -2.007331 -0.057 0.023 0.114
C -3.133146 4.028293 -3.136931 0.009 0.016 -0.050
C -2.410791 4.483320 -4.234138 0.007 -0.010 0.026
C -1.024029 4.485867 -4.194615 -0.036 -0.002 -0.014
C -0.365827 4.029207 -3.063894 0.104 -0.019 -0.041
H 2.927376 6.331703 -0.295128 0.013 -0.008 0.000
H 1.434539 6.076582 0.618057 -0.003 -0.029 0.008
H 1.387866 6.156513 -1.148477 -0.001 -0.034 -0.017
H 4.364941 3.508432 1.007816 0.005 0.028 -0.052
H 3.284418 2.132193 1.206000 -0.005 0.011 -0.004
H 2.995272 3.633269 2.101109 -0.015 0.028 -0.013
H 4.254318 3.939323 -1.972471 -0.009 0.049 0.049
H 2.816377 3.571511 -2.917814 -0.013 0.003 0.018
H 3.581158 2.317642 -1.933415 0.001 -0.027 0.002
H -2.972244 2.656655 0.676057 0.022 -0.022 0.034
H -3.946713 2.907425 2.895048 -0.012 -0.002 -0.002
H -2.520012 3.457200 4.838436 -0.005 0.005 0.010
H -0.083624 3.766432 4.525950 0.007 0.003 0.015
H 0.911026 3.527125 2.307630 -0.010 -0.010 -0.029
H -3.065552 3.249298 -1.164292 0.026 0.012 -0.032
H -4.214602 4.037841 -3.161075 -0.014 0.000 0.001
H -2.929271 4.840167 -5.113463 -0.005 0.005 -0.009
H -0.456015 4.846153 -5.041310 0.004 0.004 -0.013
H 0.718154 4.042350 -3.057856 -0.024 -0.014 0.033
```
Positions in Å, forces in eV/Å.

=====

| no. | F_max (Eh/bohr) |
| --- | --- |
| 1 | 0.0233 |
| 2 | 0.1427 |
| 3 | 0.0097 |